[1]
{"formula": "C21H23NO6", "method": "ωB97M-V with the def2-TZVPD basis set", "e_homo_ev": -7.938, "lumo_energy_ev": 0.180, "smiles": "COc1ccc(NC(=O)CCCC(=O)OCC(=O)c2cccc(OC)c2)cc1", "e_above_lowest_kcal_mol": 32.1, "e_tot_ha": -1320.25298, "symbols": ["C", "O", "C", "C", "C", "C", "N", "C", "O", "C", "C", "C", "C", "O", "O", "C", "C", "O", "C", "C", "C", "C", "C", "O", "C", "C", "C", "C", "H", "H", "H", "H", "H", "H", "H", "H", "H", "H", "H", "H", "H", "H", "H", "H", "H", "H", "H", "H", "H", "H", "H"], "xyz": [[3.9510, 2.5484, -1.2664], [2.6648, 3.0495, -0.9973], [1.5955, 2.2287, -1.1987], [1.6618, 0.9208, -1.6598], [0.5083, 0.1698, -1.8109], [-0.7326, 0.7061, -1.4937], [-1.9308, -0.0110, -1.5880], [-2.1248, -1.3115, -1.9361], [-1.2470, -2.0622, -2.3047], [-3.5936, -1.7186, -1.8805], [-3.7648, -3.2336, -1.7880], [-3.5768, -3.7612, -0.3587], [-2.1468, -3.5742, 0.0866], [-1.2822, -4.4051, 0.0280], [-1.9525, -2.3377, 0.5685], [-0.6077, -2.0010, 0.8689], [-0.5407, -0.5454, 1.2946], [-1.5426, 0.1185, 1.4340], [0.8148, 0.0026, 1.5282], [1.9843, -0.7304, 1.3424], [3.2086, -0.1287, 1.5791], [3.2833, 1.1845, 1.9976], [2.1180, 1.9324, 2.1868], [2.2925, 3.2078, 2.6051], [1.1540, 4.0182, 2.7841], [0.8897, 1.3317, 1.9489], [-0.7997, 2.0273, -1.0509], [0.3447, 2.7772, -0.9100], [4.6386, 3.3538, -1.0137], [4.1750, 1.6722, -0.6498], [4.0678, 2.2910, -2.3243], [2.6073, 0.4659, -1.9071], [0.5745, -0.8398, -2.1802], [-2.7335, 0.4933, -1.2380], [-4.0549, -1.3574, -2.8044], [-4.0825, -1.2285, -1.0372], [-4.7652, -3.5091, -2.1260], [-3.0332, -3.7090, -2.4444], [-4.2357, -3.2249, 0.3252], [-3.8039, -4.8270, -0.3331], [-0.2320, -2.6482, 1.6716], [0.0028, -2.1709, -0.0259], [1.9535, -1.7565, 1.0166], [4.1179, -0.6938, 1.4367], [4.2327, 1.6602, 2.1878], [1.5322, 4.9912, 3.0933], [0.5917, 4.1244, 1.8526], [0.4971, 3.6193, 3.5633], [-0.0400, 1.8615, 2.0799], [-1.7588, 2.4611, -0.8073], [0.2991, 3.8029, -0.5788]], "atomic_forces_ev_per_a": [[0.186, -0.081, -0.052], [-0.326, 0.110, 0.078], [-0.054, -0.110, -0.070], [0.285, 0.441, 0.070], [-0.262, -0.148, -0.059], [0.451, 0.049, -0.179], [-0.285, 0.217, 0.030], [-0.586, 0.412, -0.018], [0.250, -0.227, -0.084], [0.111, -0.340, -0.182], [-0.012, 0.134, 0.106], [0.154, -0.030, -0.160], [-0.179, -0.478, 0.107], [0.094, -0.045, -0.017], [-0.089, 0.438, 0.222], [0.016, -0.187, -0.089], [-0.351, -0.362, -0.074], [0.063, -0.053, 0.089], [0.548, 0.383, 0.203], [-0.351, 0.028, 0.057], [0.079, 0.037, 0.026], [-0.175, 0.159, 0.039], [0.051, -0.402, -0.079], [0.260, -0.066, -0.032], [-0.164, 0.118, 0.041], [-0.025, 0.098, 0.090], [0.117, -0.068, -0.065], [0.128, -0.006, -0.077], [0.007, -0.082, -0.030], [-0.010, 0.022, -0.046], [-0.007, -0.008, 0.033], [0.116, -0.023, -0.007], [-0.010, -0.042, -0.004], [0.065, -0.246, -0.023], [0.001, 0.063, 0.046], [-0.039, 0.086, -0.021], [0.047, 0.004, -0.014], [-0.104, -0.017, -0.032], [-0.033, -0.040, 0.019], [0.066, 0.065, 0.086], [0.032, 0.111, -0.124], [0.003, 0.035, 0.161], [-0.013, -0.156, -0.067], [0.081, -0.044, -0.003], [0.127, 0.050, 0.022], [-0.079, -0.051, -0.023], [-0.003, -0.010, 0.030], [0.012, 0.006, -0.038], [-0.065, 0.074, 0.010], [-0.109, 0.061, 0.047], [-0.019, 0.119, 0.057]]}

***

[2]
{"formula": "C21H23NO6S", "method": "ωB97M-V with the def2-TZVPD basis set", "e_homo_ev": -8.788, "lumo_energy_ev": 0.626, "smiles": "COc1ccc(C(=O)C2CCN(S(=O)(=O)c3ccc4c(c3)OCCO4)CC2)cc1", "e_above_lowest_kcal_mol": 66.1, "e_tot_ha": -1718.38727, "symbols": ["C", "O", "C", "C", "C", "C", "C", "O", "C", "C", "C", "N", "S", "O", "O", "C", "C", "C", "C", "C", "C", "O", "C", "C", "O", "C", "C", "C", "C", "H", "H", "H", "H", "H", "H", "H", "H", "H", "H", "H", "H", "H", "H", "H", "H", "H", "H", "H", "H", "H", "H", "H"], "xyz": [[-8.5609, -0.5904, -0.5461], [-7.3937, -1.1952, -0.0402], [-6.2521, -0.4696, 0.0136], [-6.1203, 0.8527, -0.4043], [-4.8994, 1.4858, -0.2936], [-3.7725, 0.8313, 0.2058], [-2.5242, 1.6220, 0.2681], [-2.5664, 2.8293, 0.3900], [-1.1673, 0.9386, 0.1283], [-0.6684, 0.3986, 1.4766], [0.7300, -0.1898, 1.3010], [0.6935, -1.2095, 0.2810], [1.9478, -2.3047, 0.3023], [1.6815, -3.2673, -0.7244], [2.0925, -2.7509, 1.6553], [3.3886, -1.3440, -0.1573], [3.7187, -1.2063, -1.4932], [4.7812, -0.3973, -1.8468], [5.5139, 0.2673, -0.8677], [5.1944, 0.0882, 0.4867], [4.1117, -0.7115, 0.8314], [5.9209, 0.6740, 1.4849], [7.1779, 1.1531, 1.0553], [7.0229, 1.9297, -0.2505], [6.5350, 1.0805, -1.2683], [0.3034, -0.7175, -1.0178], [-1.1160, -0.1576, -0.9387], [-3.9183, -0.4913, 0.6318], [-5.1359, -1.1253, 0.5425], [-8.8579, 0.2738, 0.0560], [-9.3356, -1.3530, -0.4880], [-8.4336, -0.2828, -1.5886], [-6.9596, 1.3952, -0.8097], [-4.7959, 2.5140, -0.6068], [-0.4766, 1.7386, -0.1706], [-1.3288, -0.3821, 1.8490], [-0.6393, 1.2058, 2.2100], [1.4416, 0.6084, 1.0320], [1.0666, -0.6731, 2.2186], [3.1484, -1.7436, -2.2327], [5.0658, -0.2578, -2.8771], [3.8604, -0.8594, 1.8683], [7.5554, 1.7907, 1.8553], [7.8645, 0.3107, 0.8976], [7.9811, 2.3137, -0.6027], [6.3252, 2.7636, -0.0956], [0.9981, 0.0659, -1.3645], [0.3513, -1.5642, -1.7029], [-1.7978, -0.9694, -0.6951], [-1.4013, 0.2523, -1.9092], [-3.0935, -1.0280, 1.0704], [-5.2572, -2.1423, 0.8807]], "atomic_forces_ev_per_a": [[-0.209, 0.121, -0.097], [0.299, -0.118, 0.115], [0.281, 0.041, 0.075], [-0.354, -0.165, -0.032], [0.326, -0.083, 0.079], [-0.621, 0.096, -0.056], [0.555, 0.087, -0.027], [-0.016, -0.005, -0.018], [-0.094, 0.021, 0.077], [0.231, 0.054, -0.175], [-0.049, 0.231, 0.630], [0.538, -0.790, 0.092], [-0.083, 0.064, -0.048], [0.088, 0.256, -0.229], [0.144, 0.325, 0.101], [-0.568, -0.427, 0.220], [0.016, -0.009, -0.186], [0.077, 0.082, 0.208], [-0.103, 0.006, 0.089], [-0.056, -0.097, -0.170], [0.279, 0.197, 0.094], [-0.357, -0.099, 0.027], [0.324, 0.222, -0.413], [0.106, 0.131, 0.574], [-0.190, -0.343, -0.166], [-0.263, -0.023, -0.637], [0.304, 0.081, 0.072], [-0.031, 0.170, -0.053], [-0.276, -0.081, -0.039], [0.023, -0.027, -0.031], [0.029, 0.091, -0.024], [0.002, -0.001, 0.048], [-0.089, 0.018, -0.037], [0.007, 0.071, -0.009], [-0.137, -0.026, 0.038], [-0.015, -0.037, 0.093], [-0.004, -0.018, 0.024], [-0.041, -0.021, 0.030], [-0.024, 0.209, 0.047], [-0.024, -0.042, -0.163], [0.026, 0.013, -0.132], [0.033, 0.008, 0.198], [0.017, -0.045, -0.105], [-0.055, 0.080, 0.055], [-0.080, -0.004, 0.084], [0.088, -0.067, -0.045], [-0.036, -0.039, -0.002], [-0.059, 0.175, -0.115], [-0.017, -0.043, -0.072], [-0.027, -0.047, -0.030], [0.092, -0.077, -0.012], [-0.006, -0.117, 0.050]]}

***

[3]
{"formula": "C21H24AuN2OP2", "method": "ωB97M-V with the def2-TZVPD basis set", "s2": 2.0454, "e_homo_ev": [-9.974, -11.521], "lumo_energy_ev": [-2.300, -5.404], "total_charge": 1, "e_above_lowest_kcal_mol": 0.0, "e_tot_ha": -1817.52284, "spin_multiplicity": 3, "symbols": ["C", "C", "C", "C", "C", "C", "C", "C", "C", "C", "C", "C", "C", "H", "H", "H", "H", "H", "H", "H", "N", "Au", "C", "H", "H", "C", "H", "H", "P", "P", "C", "H", "H", "H", "C", "H", "H", "H", "C", "H", "H", "H", "C", "H", "H", "H", "C", "O", "H", "N", "C"], "xyz": [[-1.0007, -3.8978, 0.2569], [-0.4648, -2.6819, -0.1505], [-1.2493, -1.4840, -0.0518], [-2.5090, -1.5406, 0.6034], [-2.9883, -2.7785, 1.0256], [-2.2537, -3.9478, 0.8774], [-3.3081, -0.2923, 0.8846], [-2.8610, 0.7900, -0.0853], [-1.5923, 0.7308, -0.7327], [-1.2088, 1.7824, -1.6393], [-2.0538, 2.8662, -1.8546], [-3.3151, 2.8858, -1.2595], [-3.7234, 1.8287, -0.4501], [-0.4090, -4.8122, 0.1673], [-3.9624, -2.7771, 1.5102], [-2.6622, -4.8939, 1.2214], [-4.3571, -0.5258, 0.6230], [-1.7023, 3.7223, -2.4420], [-3.9599, 3.7430, -1.4176], [-4.7393, 1.8077, -0.0519], [-0.6863, -0.2742, -0.4312], [1.2686, 0.4297, 0.6524], [0.9890, -2.6202, -0.6354], [1.0847, -2.0570, -1.5768], [1.4369, -3.6173, -0.7862], [0.2186, 1.8075, -2.2046], [0.5089, 0.8525, -2.6757], [0.3743, 2.6169, -2.9411], [2.0199, -1.7753, 0.6073], [1.4343, 2.1126, -0.8701], [1.1722, 3.7787, -0.2737], [1.8782, 3.9822, 0.5415], [1.3244, 4.5021, -1.0863], [0.1526, 3.8802, 0.1128], [3.1040, 1.9603, -1.5321], [3.3232, 2.7729, -2.2354], [3.8168, 2.0014, -0.6973], [3.2310, 0.9927, -2.0374], [1.9080, -2.7127, 2.1256], [2.3329, -3.7124, 1.9818], [2.4599, -2.1810, 2.9090], [0.8574, -2.7986, 2.4202], [3.7479, -1.7035, 0.0673], [4.3245, -1.1813, 0.8477], [4.1522, -2.7173, -0.0666], [3.8372, -1.1390, -0.8752], [-0.4992, 1.6365, 2.2223], [-1.3140, 2.4466, 2.1733], [-3.4624, -0.0493, 1.9391], [2.9611, 1.3082, 3.1098], [2.3637, 0.9331, 2.1807]], "atomic_forces_ev_per_a": [[0.196, 0.231, 0.311], [0.435, 0.046, -0.180], [0.484, -0.153, 0.910], [0.104, -0.443, 0.161], [-0.019, 0.219, 0.208], [-0.164, 0.202, -0.364], [-0.501, -0.413, -1.775], [-0.235, 0.335, -0.491], [-0.179, 0.663, 0.207], [0.867, 0.058, 0.519], [0.327, -0.251, 0.248], [0.022, -0.229, 0.023], [-0.003, -0.007, 0.389], [-0.166, 0.326, -0.051], [0.160, -0.238, -0.013], [0.099, 0.151, -0.060], [0.252, 0.022, -0.172], [-0.214, -0.455, 0.092], [-0.078, -0.194, -0.041], [0.288, 0.191, 0.020], [-1.193, -0.429, -0.421], [-0.775, -1.149, -0.879], [-0.083, -0.405, -0.256], [-0.025, -0.155, 0.284], [-0.526, 0.145, -0.084], [-0.033, 0.204, -0.318], [-0.191, 0.333, 0.169], [-0.451, -0.372, 0.091], [-0.252, 0.361, 0.012], [-0.311, 0.144, -0.110], [0.164, 0.628, -0.266], [-0.146, -0.045, -0.180], [-0.028, -0.003, 0.257], [0.164, -0.072, -0.078], [0.322, 0.398, -0.431], [0.106, -0.188, 0.058], [-0.212, 0.057, -0.175], [-0.145, 0.288, 0.109], [0.259, -0.444, 0.160], [-0.064, 0.070, 0.181], [-0.109, -0.097, -0.127], [0.172, 0.035, -0.041], [0.203, -0.410, -0.058], [-0.218, -0.163, -0.247], [0.026, 0.292, -0.006], [-0.097, -0.259, 0.377], [-2.691, 2.037, 0.123], [2.149, -1.883, 0.157], [0.897, 0.330, 0.059], [-0.569, -0.545, -1.158], [1.979, 1.232, 2.853]]}

***

> Number 3 is which compound?

C21H24AuN2OP2